The following is a quantum chemistry calculation of CH4N4S as an isolated structure in a non-equilibrium geometry, from the Open Molecules 2025 dataset.

The net charge is 0. For the largest force on an atom, the calculation gives 3.810 eV/Å. As for the spin multiplicity: 1. The value obtained for the LUMO energy (alpha / beta) is 0.226 / 0.226 eV.

Geometry as XYZ:
```
10
Properties=species:S:1:pos:R:3:nbo_charge:R:1
C -0.318 -1.046 -0.085 0.00
N -0.580 1.247 0.113 0.06
N 1.332 0.023 -0.253 -0.60
N 0.674 1.179 0.093 -0.19
N -1.147 0.119 0.035 -0.34
S -2.712 -0.346 0.126 -0.18
H -0.549 -1.699 -0.995 0.25
H -0.104 -1.509 0.912 0.22
H 2.287 -0.073 0.153 0.39
H 1.118 2.105 -0.099 0.40
```